ORCA calculation (wB97M-V/def2-TZVPD) on the molecule C4H11NOS.

XYZ file:
```
18
Properties=species:S:1:pos:R:3:forces:R:3
S -2.74336 0.19045 1.03180 -0.14 -0.08 -0.01
O 0.59216 -2.23603 -0.82043 0.10 -0.10 -0.13
N 1.28300 0.19648 0.38333 0.07 0.17 0.89
C -1.05312 0.79272 0.70176 -0.04 0.04 0.20
C -0.04012 -0.34919 0.57685 -0.46 0.35 -0.74
C -0.45620 -1.32176 -0.54492 0.04 -0.06 0.93
C 1.54859 1.12335 -0.69260 0.15 -0.25 -0.35
H -2.91732 0.75157 2.23195 0.07 0.03 0.02
H 0.64565 1.56316 -1.10227 -0.15 0.09 0.11
H -1.28355 -1.91795 -0.17413 -0.34 -0.02 -0.14
H -0.10504 -0.83605 1.55129 0.41 -0.35 -0.10
H 0.97060 -2.08582 -1.68751 -0.04 0.14 -0.07
H -0.79694 -0.73697 -1.39643 0.15 -0.10 -0.42
H 2.17716 1.93631 -0.32365 0.07 0.01 -0.25
H 1.99091 -0.51770 0.43602 -0.10 -0.11 0.00
H -0.72523 1.38620 1.55001 -0.10 0.25 -0.04
H -1.11746 1.43775 -0.17857 0.12 -0.19 0.13
H 2.03029 0.62348 -1.54249 0.18 0.19 -0.01
```
Forces are in eV/Å.

The spin multiplicity is 1. The value obtained for the energy relative to the best compared isomer or geometry (same formula, charge and spin) is 35.1 kcal/mol. The SMILES is CN[C@H](CO)CS.

Mulliken atomic charge list, values in e, 6 entries:
1. S -0.23
2. O -0.55
3. N -0.31
4. C -0.81
5. C 0.18
6. C -0.72

---

ORCA calculation (wB97M-V/def2-TZVPD) on the molecule C12H16O.

XYZ file:
```
29
Properties=species:S:1:pos:R:3:forces:R:3
O -1.62766 1.12537 0.98534 -0.06 -1.07 -1.29
C -0.07376 -0.69050 0.20623 1.22 4.28 0.16
C 1.51099 -2.53707 0.28804 -1.78 -1.04 -0.53
C -2.86040 -1.27487 -1.43185 2.26 0.92 -0.09
C 1.98460 2.43631 -1.12341 -3.60 -1.04 -2.48
C 2.65324 -1.65044 0.28688 -3.64 1.74 0.79
C 0.92727 1.40517 -0.63786 1.23 -0.73 0.45
C -0.77712 1.86755 1.76697 2.62 -1.03 -1.83
C 1.12961 0.19954 -0.01929 -1.16 1.69 -0.07
C -2.60998 -0.76516 -0.02902 0.72 0.06 1.89
C 0.21510 -2.05511 0.24609 0.52 -0.95 -0.05
C 2.39276 -0.30308 0.36168 1.96 -2.30 -0.65
C -1.28199 -0.03624 0.36526 -0.80 -3.06 -0.43
H -3.87943 -1.51873 -1.69679 -0.17 0.18 0.14
H -0.68240 -2.63261 0.40201 0.29 -0.93 -0.02
H 1.56867 2.83895 -2.15970 1.32 -0.89 1.91
H 2.06449 3.27171 -0.52552 -0.32 2.02 1.58
H 3.27530 0.26404 0.58872 -0.05 0.90 -0.15
H 3.60206 -1.96077 0.49649 2.32 -1.14 0.38
H -2.41314 -0.46041 -2.00833 -0.57 -0.29 -0.97
H -1.33802 2.48636 2.30950 -2.19 2.50 2.15
H -2.71688 -1.65593 0.61610 -0.25 0.73 0.47
H -0.13240 1.52527 -0.82032 0.17 0.78 -0.74
H -0.08114 1.35099 2.35029 0.39 -1.93 1.59
H -2.19716 -2.13833 -1.58170 -0.38 0.06 -0.20
H 2.97456 2.09135 -1.15754 1.19 -1.04 -0.57
H -3.18218 0.08658 0.29443 -1.75 -0.47 -0.10
H 1.54692 -3.64398 0.38769 0.59 0.96 -0.07
H 0.00809 2.37404 1.23959 -0.10 1.08 -1.27
```
Forces are in eV/Å.

The spin multiplicity is 1. The value obtained for the energy relative to the best compared isomer or geometry (same formula, charge and spin) is 104.0 kcal/mol. The SMILES is C/C=c1\cccc\c1=C(/CC)OC.

Mulliken atomic charge list, values in e, 6 entries:
1. O -0.41
2. C 0.82
3. C -0.43
4. C -1.05
5. C -1.26
6. C -0.70

---

ORCA calculation (wB97M-V/def2-TZVPD) on a cluster of 13 separate species, C18H58BO9S9 in total.

XYZ file:
```
95
Properties=species:S:1:pos:R:3:forces:R:3
S 6.65055 8.90998 15.25797 2.21 -0.10 0.07
S 14.54405 12.42732 8.11868 0.84 -0.51 0.05
S 14.55612 9.54013 13.93923 0.88 -0.43 -0.40
S 7.19123 15.30354 10.42702 -0.19 -0.05 -0.58
S 11.35939 6.00058 16.32839 -0.31 -0.64 -1.25
S 8.80070 10.53421 7.42682 0.17 -0.44 -0.85
S 7.05585 14.15442 16.45129 0.21 0.16 0.81
S 11.75360 6.68261 10.72607 -0.76 -0.54 -1.52
S 13.71238 15.16891 16.72569 0.74 0.45 1.44
O 5.34918 8.92243 14.58185 -0.91 0.46 0.00
O 6.45174 12.85691 16.88316 0.34 0.37 -0.31
O 11.52208 5.99716 12.01691 0.19 0.56 0.39
O 15.55763 13.36853 7.51310 -1.33 -0.38 0.30
O 7.14673 14.31792 9.30229 0.28 0.02 0.55
O 10.15007 10.09827 7.95992 -1.17 0.20 0.25
O 14.54907 14.17916 17.48463 -0.73 0.65 -0.78
O 15.73850 8.77460 14.45983 -0.73 0.63 -0.24
O 11.91144 6.80544 17.43353 -0.24 0.72 0.60
C 8.39224 16.57962 9.93276 0.74 -0.73 0.30
C 13.94180 13.16742 9.66015 0.29 0.53 -0.51
C 8.72995 13.80378 15.82839 -0.72 -0.59 0.77
C 12.93109 12.47711 7.24615 1.15 0.94 -0.36
C 14.49864 16.82521 16.99463 0.12 -0.72 0.53
C 13.75126 10.34858 15.31244 0.46 0.75 -0.27
C 8.01089 9.02477 6.64644 1.24 0.65 -0.79
C 7.63028 10.96288 8.78415 0.77 0.45 -0.08
C 14.18724 15.07149 15.02794 -0.32 -0.43 -0.35
C 15.23326 11.06850 13.15333 -0.52 0.12 0.63
C 12.49658 6.32332 14.94778 -0.03 0.74 0.33
C 7.57924 10.37509 14.61235 -0.85 0.14 -0.44
C 10.05357 6.96206 10.02812 0.14 0.67 0.30
C 7.88673 14.50197 11.90385 0.26 -0.03 0.24
C 6.57509 9.44916 16.97170 -1.63 -0.01 1.46
C 9.77905 6.78074 15.69137 0.47 1.55 1.49
C 7.61467 14.96030 17.99817 -0.13 -0.35 0.66
C 12.24087 8.42268 10.95113 0.44 -0.78 1.36
B 10.70745 12.37102 13.81282 0.71 0.28 -1.74
H 15.26062 15.05103 14.98649 0.53 -0.05 -0.17
H 9.42181 7.33084 10.87757 0.61 0.15 -0.77
H 13.58145 14.16876 9.38326 -0.12 -0.27 0.37
H 8.93048 14.21596 11.91004 0.38 0.14 -0.50
H 13.23903 8.42407 11.44651 -0.80 -0.09 -0.23
H 13.77319 15.89467 14.45600 -0.08 0.12 -0.06
H 6.20942 8.58189 17.58767 0.51 0.58 -0.71
H 7.55358 9.75040 17.35329 0.02 -0.13 -0.31
H 8.00716 16.98594 9.01829 -0.48 0.09 -0.48
H 12.30480 8.96187 10.03945 -0.04 0.16 -1.13
H 14.42431 11.75932 12.86536 0.08 -0.47 -0.19
H 9.44123 16.27968 9.71510 -0.74 -0.21 0.50
H 8.63155 10.50580 14.81242 0.43 -0.71 0.45
H 12.75104 13.55082 7.07012 -0.39 -0.44 0.11
H 14.33196 17.47442 16.14210 -0.18 0.14 0.01
H 8.46484 14.41903 18.42458 -0.07 -0.01 -0.22
H 7.38982 9.33981 5.79688 -0.18 0.15 0.58
H 7.44991 10.34460 13.52313 -0.11 -0.09 0.24
H 15.81587 10.73044 12.30279 -0.01 0.08 -0.11
H 7.09401 11.25008 15.01890 -0.42 0.33 0.01
H 7.67837 10.24840 9.59883 -0.04 -0.25 0.01
H 14.74326 13.24478 10.39944 0.10 -0.03 -0.37
H 15.85384 11.62842 13.86030 0.13 -0.40 0.03
H 9.57607 6.01164 9.75131 0.65 0.06 0.02
H 8.81561 8.41948 6.16397 -0.28 0.61 0.73
H 15.57466 16.64544 17.13738 -0.32 -0.08 -0.13
H 11.08723 12.72369 12.54974 -0.49 -0.40 1.56
H 14.09926 17.23510 17.92784 0.01 0.01 -0.29
H 13.05039 11.97216 6.28363 0.09 0.06 0.21
H 8.79326 3.94832 11.68041 -0.04 0.05 -0.04
H 7.31800 13.60036 12.06157 -0.42 -0.45 -0.42
H 5.83898 10.26598 17.20420 0.75 -0.47 -0.75
H 12.19018 11.95609 7.83607 -0.27 0.03 0.18
H 12.54678 7.40678 14.72750 -0.26 -0.42 0.15
H 8.32732 17.34753 10.68054 0.24 0.43 0.46
H 16.65989 13.72001 19.74615 0.01 0.02 0.03
H 9.20672 13.08205 16.51324 -0.02 0.54 -0.14
H 7.49907 8.43627 7.36724 -0.56 -0.49 0.55
H 9.26067 14.74017 15.70497 0.24 0.05 -0.01
H 10.14016 7.65581 9.14620 -0.25 -0.49 0.96
H 13.43508 9.62913 16.07015 -0.11 0.11 -0.24
H 6.60186 11.12628 8.43085 0.44 -0.24 -0.16
H 6.80817 14.89442 18.73178 -0.19 -0.29 -0.30
H 9.48224 6.59053 14.67833 0.25 -0.52 -0.55
H 13.18320 12.51097 10.06026 -0.45 -0.02 0.04
H 8.95102 6.54002 16.37903 0.49 -0.38 -0.23
H 8.01568 11.94658 9.12930 -0.30 -0.57 -0.17
H 14.50474 11.03749 15.68046 0.04 0.00 0.63
H 13.49962 6.03098 15.28971 -0.43 -0.12 0.03
H 12.95609 10.97480 14.88602 -0.21 -0.42 0.28
H 9.03443 9.28840 21.88010 0.00 0.03 -0.04
H 7.83851 16.01851 17.95611 0.21 0.21 -0.65
H 12.19777 5.78925 14.06201 -0.09 -0.21 -0.29
H 9.89383 7.88434 15.83051 0.23 -0.66 -0.25
H 7.68290 15.05608 12.81156 -0.05 0.70 -0.03
H 11.49561 8.88324 11.57456 -0.24 0.35 0.51
H 13.76086 14.13199 14.68740 0.15 -0.13 -0.28
H 8.58522 13.27563 14.90137 -0.03 0.03 -0.48
```
Forces are in eV/Å.

The spin multiplicity is 1. The total energy comes out at -136202.711 eV. Its charge is -1.

Mulliken atomic charge list, values in e, 6 entries:
1. S 0.50
2. S 0.50
3. S 0.74
4. S 0.43
5. S 0.39
6. S 0.49

---

no.,molar mass (g/mol)
1,121.2
2,176.3
3,718.1